{"formula": "C84H190O39", "method": "ωB97M-V with the def2-TZVPD basis set", "multiplicity": 1, "molar_mass_g_mol": 1824.41, "homo_lumo_gap_ev": 9.3541, "relative_energy_kcal_mol": 80.91, "species": ["C", "O", "C", "C", "O", "C", "C", "O", "C", "H", "H", "H", "H", "H", "H", "H", "H", "H", "H", "H", "H", "H", "H", "C", "O", "C", "C", "O", "C", "C", "O", "C", "H", "H", "H", "H", "H", "H", "H", "H", "H", "H", "H", "H", "H", "H", "C", "O", "C", "C", "O", "C", "C", "O", "C", "H", "H", "H", "H", "H", "H", "H", "H", "H", "H", "H", "H", "H", "H", "C", "O", "C", "C", "O", "C", "C", "O", "C", "H", "H", "H", "H", "H", "H", "H", "H", "H", "H", "H", "H", "H", "H", "C", "O", "C", "C", "O", "C", "C", "O", "C", "H", "H", "H", "H", "H", "H", "H", "H", "H", "H", "H", "H", "H", "H", "C", "O", "C", "C", "O", "C", "C", "O", "C", "H", "H", "H", "H", "H", "H", "H", "H", "H", "H", "H", "H", "H", "H", "C", "O", "C", "C", "O", "C", "C", "O", "C", "H", "H", "H", "H", "H", "H", "H", "H", "H", "H", "H", "H", "H", "H", "C", "O", "C", "C", "O", "C", "C", "O", "C", "H", "H", "H", "H", "H", "H", "H", "H", "H", "H", "H", "H", "H", "H", "C", "O", "C", "C", "O", "C", "C", "O", "C", "H", "H", "H", "H", "H", "H", "H", "H", "H", "H", "H", "H", "H", "H", "C", "O", "C", "C", "O", "C", "C", "O", "C", "H", "H", "H", "H", "H", "H", "H", "H", "H", "H", "H", "H", "H", "H", "C", "O", "C", "C", "O", "C", "C", "O", "C", "H", "H", "H", "H", "H", "H", "H", "H", "H", "H", "H", "H", "H", "H", "C", "C", "O", "C", "H", "H", "H", "H", "H", "H", "C", "C", "O", "C", "H", "H", "H", "H", "H", "H", "C", "C", "O", "C", "H", "H", "H", "H", "H", "H", "C", "C", "O", "C", "H", "H", "H", "H", "H", "H", "C", "C", "O", "C", "H", "H", "H", "H", "H", "H", "C", "C", "O", "C", "H", "H", "H", "H", "H", "H"], "xyz": [[-18.441, 17.331, 25.692], [-19.763, 16.731, 25.563], [-19.734, 15.682, 24.596], [-21.170, 15.142, 24.302], [-22.057, 16.056, 23.704], [-22.794, 16.632, 24.740], [-23.706, 17.731, 24.162], [-22.951, 18.747, 23.541], [-23.650, 19.916, 23.031], [-17.681, 16.579, 25.902], [-18.522, 17.952, 26.601], [-18.230, 18.005, 24.793], [-19.130, 14.763, 24.831], [-19.357, 16.121, 23.683], [-21.635, 14.806, 25.238], [-21.026, 14.354, 23.558], [-22.034, 17.039, 25.474], [-23.397, 15.912, 25.333], [-24.346, 18.130, 25.011], [-24.407, 17.213, 23.446], [-23.930, 20.571, 23.901], [-24.588, 19.577, 22.579], [-23.045, 20.377, 22.255], [-19.452, 7.171, 31.656], [-18.527, 8.116, 31.186], [-18.715, 8.388, 29.805], [-17.883, 9.628, 29.454], [-17.970, 10.676, 30.386], [-17.111, 11.812, 30.013], [-17.736, 13.193, 29.881], [-18.463, 13.214, 28.664], [-18.804, 14.600, 28.426], [-19.244, 6.997, 32.719], [-19.337, 6.185, 31.173], [-20.517, 7.423, 31.424], [-19.790, 8.530, 29.613], [-18.425, 7.598, 29.164], [-18.085, 10.025, 28.448], [-16.913, 9.163, 29.439], [-16.624, 11.554, 29.091], [-16.360, 11.910, 30.851], [-16.932, 13.855, 29.803], [-18.391, 13.445, 30.754], [-18.018, 15.368, 28.396], [-19.490, 14.996, 29.169], [-19.350, 14.694, 27.438], [-21.535, 8.927, 27.307], [-21.642, 10.311, 26.863], [-20.348, 10.878, 26.712], [-20.354, 12.077, 25.824], [-20.392, 11.831, 24.453], [-21.453, 11.028, 23.992], [-21.446, 10.997, 22.422], [-21.399, 12.254, 21.829], [-22.703, 12.796, 21.979], [-22.601, 8.624, 27.501], [-20.858, 8.896, 28.182], [-21.041, 8.275, 26.572], [-19.679, 10.206, 26.152], [-19.862, 11.126, 27.649], [-19.391, 12.570, 26.005], [-21.197, 12.783, 26.136], [-22.355, 11.483, 24.361], [-21.325, 9.987, 24.324], [-22.141, 10.259, 21.967], [-20.489, 10.515, 22.165], [-23.439, 12.040, 21.595], [-22.663, 13.647, 21.339], [-22.969, 12.982, 23.035], [-26.099, 14.910, 23.198], [-25.769, 15.159, 24.620], [-26.656, 16.064, 25.264], [-26.425, 16.220, 26.745], [-27.352, 17.159, 27.260], [-28.595, 16.536, 27.562], [-29.677, 17.567, 27.790], [-30.260, 17.970, 26.593], [-30.870, 19.258, 26.731], [-25.237, 14.235, 22.868], [-26.213, 15.830, 22.653], [-27.050, 14.394, 23.188], [-27.730, 15.749, 25.212], [-26.682, 17.063, 24.825], [-25.411, 16.729, 26.977], [-26.382, 15.282, 27.226], [-28.491, 15.926, 28.481], [-28.798, 15.745, 26.800], [-29.273, 18.395, 28.326], [-30.431, 17.134, 28.403], [-31.610, 19.365, 27.508], [-31.350, 19.398, 25.773], [-30.111, 19.967, 26.898], [-25.905, 7.062, 28.525], [-24.535, 7.291, 28.851], [-23.982, 6.313, 29.771], [-22.448, 6.261, 29.723], [-22.106, 5.572, 28.569], [-20.719, 5.474, 28.258], [-19.993, 4.268, 28.900], [-20.103, 4.265, 30.311], [-19.304, 3.255, 30.895], [-26.601, 6.816, 29.372], [-26.004, 6.183, 27.849], [-26.294, 7.942, 27.983], [-24.347, 5.303, 29.486], [-24.273, 6.510, 30.781], [-22.234, 5.755, 30.660], [-22.094, 7.291, 29.641], [-20.334, 6.478, 28.618], [-20.615, 5.495, 27.192], [-19.006, 4.312, 28.480], [-20.536, 3.453, 28.336], [-18.275, 3.426, 30.672], [-19.591, 2.303, 30.473], [-19.544, 3.264, 31.915], [-24.485, 12.503, 30.990], [-23.593, 11.994, 30.050], [-22.351, 12.692, 29.880], [-21.273, 11.857, 30.539], [-21.254, 12.242, 31.890], [-20.158, 11.926, 32.685], [-20.066, 10.467, 33.060], [-21.149, 10.230, 33.967], [-21.083, 8.951, 34.561], [-25.156, 13.274, 30.581], [-23.911, 12.811, 31.865], [-25.096, 11.669, 31.375], [-22.250, 13.725, 30.279], [-22.171, 12.916, 28.813], [-20.329, 12.029, 29.971], [-21.539, 10.801, 30.324], [-20.319, 12.537, 33.600], [-19.323, 12.443, 32.247], [-19.141, 10.250, 33.551], [-20.189, 9.802, 32.259], [-20.428, 8.967, 35.506], [-20.539, 8.280, 33.897], [-22.056, 8.537, 34.808], [-25.397, 13.521, 19.039], [-25.151, 12.189, 19.511], [-26.257, 11.355, 19.185], [-26.023, 9.952, 19.738], [-26.142, 9.874, 21.153], [-26.389, 8.512, 21.638], [-27.145, 8.439, 22.953], [-28.427, 9.036, 22.861], [-29.205, 8.890, 24.054], [-26.126, 13.997, 19.712], [-25.723, 13.470, 18.012], [-24.412, 14.053, 19.073], [-26.249, 11.174, 18.116], [-27.279, 11.690, 19.461], [-25.034, 9.605, 19.473], [-26.783, 9.327, 19.161], [-25.453, 7.976, 21.871], [-26.998, 7.917, 20.961], [-26.441, 8.981, 23.682], [-27.173, 7.442, 23.421], [-30.117, 9.478, 23.929], [-28.657, 9.160, 24.915], [-29.489, 7.849, 24.212], [-17.196, 3.266, 25.832], [-18.321, 4.130, 25.835], [-18.317, 4.893, 24.621], [-19.536, 5.744, 24.382], [-20.634, 5.007, 23.907], [-21.248, 4.121, 24.823], [-22.556, 4.578, 25.500], [-23.030, 3.481, 26.219], [-24.220, 3.681, 26.849], [-17.492, 2.327, 25.332], [-16.927, 3.111, 26.908], [-16.448, 3.841, 25.316], [-18.385, 4.165, 23.807], [-17.436, 5.527, 24.471], [-19.237, 6.471, 23.596], [-19.821, 6.324, 25.269], [-20.575, 3.922, 25.667], [-21.451, 3.177, 24.334], [-23.312, 4.921, 24.774], [-22.366, 5.448, 26.121], [-24.149, 4.365, 27.647], [-24.627, 2.655, 27.137], [-24.952, 4.125, 26.129], [-13.623, 12.072, 28.575], [-14.036, 12.556, 27.317], [-14.803, 13.733, 27.345], [-14.869, 14.252, 25.914], [-15.482, 13.196, 25.165], [-15.308, 13.280, 23.722], [-16.068, 14.353, 23.013], [-17.485, 14.191, 23.197], [-17.984, 13.375, 22.118], [-13.078, 12.773, 29.187], [-12.939, 11.263, 28.272], [-14.430, 11.757, 29.167], [-14.301, 14.576, 27.792], [-15.783, 13.669, 27.799], [-13.847, 14.427, 25.658], [-15.514, 15.108, 25.940], [-15.593, 12.269, 23.437], [-14.213, 13.454, 23.568], [-15.791, 14.266, 21.953], [-15.832, 15.373, 23.430], [-19.069, 13.276, 22.080], [-17.555, 12.391, 22.347], [-17.503, 13.676, 21.191], [-20.741, 8.486, 18.974], [-20.596, 7.859, 20.201], [-21.386, 6.716, 20.400], [-22.849, 7.030, 20.493], [-23.160, 7.985, 21.451], [-22.583, 7.618, 22.680], [-23.354, 7.989, 23.944], [-24.369, 7.120, 24.336], [-24.874, 7.460, 25.624], [-19.955, 9.173, 18.940], [-21.745, 8.997, 18.813], [-20.477, 7.729, 18.193], [-20.922, 6.257, 21.301], [-21.276, 6.000, 19.633], [-23.360, 6.082, 20.761], [-23.203, 7.440, 19.512], [-21.595, 8.104, 22.787], [-22.452, 6.527, 22.709], [-23.760, 8.964, 23.922], [-22.529, 8.126, 24.653], [-25.819, 6.874, 25.721], [-25.090, 8.552, 25.644], [-24.158, 7.291, 26.374], [-29.156, 12.361, 22.781], [-29.048, 13.667, 22.309], [-28.801, 13.783, 20.940], [-28.903, 15.164, 20.379], [-27.843, 15.954, 20.772], [-28.103, 17.347, 20.595], [-26.984, 18.184, 21.174], [-27.006, 18.125, 22.640], [-27.886, 19.020, 23.236], [-30.003, 11.872, 22.380], [-29.276, 12.416, 23.841], [-28.249, 11.743, 22.591], [-29.552, 13.195, 20.371], [-27.798, 13.345, 20.797], [-29.836, 15.538, 20.826], [-29.004, 15.038, 19.265], [-29.084, 17.605, 20.961], [-28.202, 17.515, 19.536], [-27.060, 19.170, 20.881], [-26.036, 17.748, 20.707], [-28.126, 18.505, 24.147], [-28.723, 19.169, 22.571], [-27.347, 19.931, 23.528], [-22.835, 8.890, 31.723], [-24.014, 8.220, 32.333], [-23.835, 7.311, 33.139], [-25.393, 8.616, 31.954], [-22.997, 8.879, 30.655], [-21.884, 8.508, 32.065], [-22.893, 10.005, 31.977], [-26.095, 7.875, 32.155], [-25.337, 8.881, 30.898], [-25.645, 9.526, 32.479], [-23.298, 16.562, 20.780], [-22.882, 17.765, 20.040], [-23.532, 18.316, 19.170], [-21.463, 18.290, 20.424], [-23.539, 16.844, 21.799], [-22.453, 15.907, 20.909], [-24.111, 16.114, 20.212], [-21.210, 19.092, 19.766], [-20.696, 17.517, 20.205], [-21.375, 18.502, 21.488], [-16.383, 7.904, 21.769], [-16.873, 9.312, 22.017], [-16.129, 10.188, 22.373], [-18.301, 9.651, 21.712], [-17.110, 7.083, 21.585], [-15.778, 7.523, 22.546], [-15.734, 7.811, 20.907], [-18.403, 10.724, 21.755], [-18.904, 9.097, 22.491], [-18.621, 9.198, 20.732], [-22.582, 16.719, 28.793], [-22.350, 16.819, 30.305], [-21.224, 16.990, 30.718], [-23.476, 16.641, 31.255], [-23.681, 16.777, 28.531], [-22.062, 15.813, 28.468], [-22.016, 17.501, 28.430], [-23.301, 17.418, 31.972], [-23.343, 15.708, 31.651], [-24.479, 16.586, 30.853], [-24.266, 13.333, 26.683], [-25.679, 12.690, 26.751], [-26.534, 12.956, 27.522], [-25.803, 11.581, 25.753], [-24.022, 13.646, 25.664], [-23.613, 12.556, 27.127], [-24.194, 14.239, 27.285], [-26.247, 10.720, 26.249], [-24.839, 11.223, 25.405], [-26.491, 11.879, 24.982], [-15.778, 8.419, 26.231], [-16.965, 9.023, 25.592], [-17.927, 8.291, 25.304], [-16.992, 10.505, 25.200], [-14.943, 9.140, 26.373], [-15.477, 7.756, 25.391], [-15.927, 7.791, 27.112], [-17.130, 11.074, 26.151], [-17.859, 10.676, 24.609], [-16.002, 10.833, 24.818]], "atomic_forces_ev_per_a": [[-1.6, 0.9, 0.0], [1.5, -0.5, 0.2], [-1.5, -0.5, -0.3], [1.4, 0.2, -0.3], [-0.1, -0.3, 0.0], [0.3, 2.2, 1.1], [-1.1, -0.5, 0.7], [0.3, 0.6, -0.5], [-0.8, -1.5, 1.4], [0.2, -0.1, -0.4], [0.1, 0.0, -0.5], [0.0, -1.1, 1.1], [-0.1, 1.0, 0.3], [0.3, -0.1, -0.5], [0.3, -0.5, -0.2], [0.0, -0.4, 0.4], [-1.0, 0.1, -0.6], [0.0, 0.1, -0.7], [0.6, -0.3, -0.8], [0.4, 0.7, 0.5], [0.5, -0.2, -0.9], [-0.1, 0.1, -0.1], [0.2, 0.2, 0.3], [-0.3, -1.2, -0.3], [0.0, 0.1, -0.6], [-1.2, 2.1, 1.2], [-0.1, -0.6, -0.3], [0.1, 1.3, -0.2], [0.0, -0.8, 2.1], [-1.8, -2.5, 0.2], [0.1, 2.1, 0.0], [-1.6, 0.1, -1.7], [-0.3, 0.3, -0.2], [0.2, 0.3, 0.0], [0.8, 0.2, 0.5], [0.1, 0.2, 0.3], [0.6, -1.1, -0.7], [-0.2, -0.4, 0.0], [1.2, 0.4, 0.0], [0.4, 0.1, -0.5], [-0.5, -0.3, -0.9], [1.4, 1.3, 0.2], [0.5, -0.1, -0.6], [0.7, -0.8, 0.0], [-0.3, -0.3, 0.5], [0.7, -0.4, 1.0], [-0.7, 1.1, 0.1], [0.6, -1.0, 0.3], [0.1, -0.6, -1.1], [-0.8, 1.6, 0.9], [0.6, -0.3, -0.9], [0.0, -0.1, -1.4], [2.5, -1.5, 1.0], [-0.9, -0.3, 0.4], [-0.4, -1.1, -0.5], [1.3, 0.0, 0.1], [-0.8, 0.0, 0.0], [-0.3, 0.2, -0.3], [-0.1, -0.5, 0.3], [-0.1, 0.1, 0.6], [-0.2, 0.2, -0.1], [0.8, -0.7, -0.3], [-0.8, -0.3, 0.4], [-0.3, 0.2, 0.1], [-0.5, 0.8, 0.4], [-0.2, 0.3, 0.2], [0.3, 0.8, 0.1], [-0.7, 1.0, 0.0], [0.2, 0.4, -0.4], [1.3, -1.0, 1.9], [-0.4, 0.4, -0.4], [-1.3, -0.1, -0.5], [2.8, 2.3, -0.2], [-0.6, -0.5, 0.0], [0.3, -1.0, 0.3], [0.5, -1.2, -0.7], [-0.5, 0.9, -0.2], [-0.2, -1.5, -1.2], [-1.3, 1.0, 0.1], [0.3, 0.3, -0.2], [-0.2, -0.3, -0.3], [0.6, -0.3, -0.5], [0.5, 0.0, -0.3], [-1.2, -0.9, -0.6], [-0.5, -1.1, 0.9], [0.1, 0.4, 0.0], [-0.5, 0.9, 0.3], [0.6, 0.8, 0.5], [-0.8, -0.5, 0.8], [-0.4, -0.5, 0.5], [-0.1, 0.5, -0.2], [1.0, 1.2, 0.1], [-0.4, -0.7, -0.2], [-0.2, -0.4, 0.7], [0.0, -0.3, -1.5], [-2.0, 0.5, -0.3], [0.2, -1.3, -0.9], [0.1, 2.1, 2.5], [-2.3, 0.7, -1.7], [0.0, 0.1, -1.2], [-0.9, 0.1, -1.5], [0.9, 0.5, -0.2], [0.2, 0.4, 0.3], [0.3, -0.3, 0.4], [0.1, 0.4, 0.2], [-0.5, 0.2, 0.5], [0.9, 0.0, 0.1], [0.4, 0.0, 0.4], [0.4, -1.1, -0.3], [0.1, -0.4, -0.5], [1.0, -0.2, 0.3], [0.6, -0.2, 1.2], [1.0, 0.1, 0.1], [0.0, -0.6, -0.1], [0.1, 0.0, 1.6], [-0.2, -0.3, 0.9], [0.5, 0.5, -1.0], [0.1, 0.3, -0.2], [0.5, 0.1, -1.6], [-1.2, -0.1, -0.4], [-0.3, 1.0, 0.9], [-0.8, 1.1, 1.4], [-0.3, 0.0, 0.2], [1.8, 0.1, 1.1], [0.3, 0.0, 0.2], [-0.2, 0.6, 0.1], [0.0, 0.2, -0.5], [-0.8, -0.5, 0.5], [-0.1, -0.9, 0.1], [-0.1, 0.1, 0.8], [0.2, 0.3, 0.6], [-0.1, -0.7, -0.2], [1.1, -0.7, -0.3], [0.9, -0.1, 0.3], [0.1, -0.8, -1.6], [-0.9, 0.1, -1.0], [-0.3, -0.4, -0.1], [-0.1, 0.2, -0.2], [1.3, -0.2, 1.0], [-1.0, 0.3, -0.1], [0.7, -1.1, 0.5], [-1.0, -0.2, -0.2], [-1.0, -1.4, 0.4], [-0.1, -0.2, 0.3], [1.3, 2.0, 1.4], [0.1, -0.3, 0.5], [-0.3, -0.6, -1.5], [0.2, 0.2, -0.5], [-0.4, 0.2, -0.5], [-0.9, -0.3, 0.0], [-0.2, 0.3, -0.6], [0.7, 0.3, 0.2], [0.4, -0.1, -0.4], [0.7, 0.3, 1.0], [-0.1, 0.3, -0.6], [0.2, 0.2, -0.8], [-1.2, -0.1, -0.5], [-0.1, -0.2, -0.8], [0.2, 0.0, 0.1], [0.7, 0.8, 1.1], [-0.1, -0.2, -0.2], [-0.9, 0.2, 1.1], [-0.2, 1.2, -0.2], [-0.7, -0.8, -0.4], [0.0, 0.6, 0.5], [-0.8, 0.0, -0.5], [-0.1, -0.1, 1.3], [0.1, 0.7, -1.4], [1.8, -0.7, -0.4], [-2.5, -1.4, -1.0], [0.6, 0.2, 0.1], [0.0, -0.2, -1.0], [1.1, -0.5, -0.2], [0.5, 0.0, -0.3], [0.2, -0.2, 0.5], [-0.4, -0.4, 0.4], [0.2, 0.1, 0.0], [0.1, -0.2, -0.3], [0.0, -0.2, -0.3], [0.1, -0.2, -0.1], [0.0, 0.2, 0.5], [0.2, 0.6, 1.3], [0.5, 1.4, 0.0], [0.2, -0.3, 0.3], [1.4, -0.3, -1.4], [-0.4, 0.6, 0.4], [0.5, 0.7, -1.2], [-1.6, -2.5, 0.8], [0.3, 1.1, -0.9], [1.3, -0.4, 1.8], [-0.9, 0.7, 1.0], [0.2, 0.4, -1.2], [1.1, -1.0, 1.1], [0.4, 0.7, 0.0], [-0.3, 0.0, 0.7], [-1.2, -0.9, 0.7], [0.6, 0.2, 1.1], [-0.4, -0.6, 0.1], [0.7, 0.4, -0.9], [-0.1, 1.0, -0.3], [0.1, 0.2, -0.7], [-0.6, -0.3, -0.3], [-0.1, 0.4, 0.1], [0.0, -0.9, -0.5], [0.1, 0.5, 0.2], [-0.4, -0.2, -0.4], [-0.5, 0.3, -0.4], [-1.2, -1.1, -1.1], [0.1, 0.0, 0.8], [0.9, 0.4, 1.3], [-0.6, -0.4, -0.8], [-0.3, 0.6, 0.6], [-0.2, -0.2, 1.0], [1.2, 0.2, -0.4], [0.0, -0.6, 0.0], [-1.6, 0.6, -1.9], [1.0, 1.6, -0.2], [1.2, -0.7, 0.1], [-0.7, 0.6, 0.0], [-0.8, 0.2, -0.4], [0.3, -0.9, -1.4], [-0.1, 0.2, -0.5], [0.1, -0.6, 0.8], [-0.2, -0.3, -0.2], [0.1, 0.2, 0.2], [-0.6, 1.6, -0.6], [-0.2, -0.7, 0.7], [0.9, 0.5, 0.3], [-0.2, -0.5, 0.1], [0.9, -0.7, 1.2], [1.6, -0.3, 0.0], [-0.5, 1.4, 0.4], [0.5, -1.6, -0.4], [-0.9, -0.6, 0.1], [0.7, 1.0, 0.4], [0.2, -0.5, -0.3], [0.7, -3.0, 1.0], [1.6, -1.0, -2.4], [0.7, 0.0, 0.3], [-1.1, -0.7, -0.7], [-0.1, 0.1, 0.8], [-0.4, 0.3, -0.2], [0.3, -0.1, 0.2], [-0.2, 0.1, -0.5], [-0.2, 0.3, -0.5], [0.1, 0.5, 0.7], [-0.5, 0.1, 0.8], [0.3, 0.4, -0.8], [-0.2, 2.3, -0.8], [-0.9, 0.7, 1.3], [-0.9, 0.1, 0.6], [-0.6, 0.5, 0.2], [-0.4, 0.3, -0.4], [-1.0, 2.5, 0.2], [0.8, -1.6, 1.7], [-0.2, 0.4, -0.3], [1.3, 1.7, -1.1], [0.3, -0.1, -0.5], [-0.2, -0.2, 0.0], [0.2, -1.3, -0.2], [-1.1, -1.3, 0.4], [-0.5, 0.0, -0.2], [-0.2, 0.3, 0.3], [-0.5, -0.1, -0.3], [1.7, 1.3, -0.3], [0.1, -0.4, 0.6], [-0.4, -1.3, -0.5], [-0.4, 0.0, 0.0], [0.3, -0.4, -0.1], [-0.2, -0.3, 0.5], [0.0, 0.9, -0.1], [-0.6, 0.0, 0.2], [-0.2, 0.2, 0.0], [-0.7, -1.3, -0.7], [-0.5, -0.2, -1.0], [0.9, 0.1, 0.4], [-0.4, -1.9, -0.1], [-0.3, 1.0, 0.2], [0.8, 0.0, 1.3], [0.2, 0.7, -0.4], [-0.4, 0.0, 0.0], [0.3, 0.8, -0.7], [0.3, 0.6, 0.9], [-1.7, -1.3, 1.6], [0.3, -0.4, -1.3], [-0.1, 0.1, 0.1], [-0.4, 1.7, -1.1], [1.4, -0.2, 0.0], [-0.5, -0.1, -0.2], [0.9, 1.8, -1.3], [-0.5, 0.2, 0.8], [0.6, -2.5, 1.6], [-0.1, 0.6, -0.3], [-0.9, 0.0, 0.8], [2.9, -0.1, -1.6], [-1.5, 0.7, 1.4], [-0.2, -0.9, 0.6], [0.1, -0.6, 0.0], [0.0, 0.4, -0.6], [-0.1, -0.1, 0.3], [-0.3, -0.1, 0.2], [0.1, 0.3, -0.5], [0.0, 0.1, -0.7], [1.7, 0.1, -0.8], [-2.4, 0.0, -0.8], [1.2, 1.0, 0.4], [1.2, -0.8, 2.0], [-0.6, -0.4, 0.1], [0.3, 0.0, 0.6], [-0.3, 0.2, -0.1], [0.2, -0.3, -0.4], [-0.4, 0.3, -0.9], [-0.9, -0.2, 0.0]], "lowdin_charge": [-0.08, -0.22, -0.19, -0.17, -0.12, -0.20, -0.20, -0.20, -0.06, 0.06, 0.09, 0.11, 0.12, 0.12, 0.11, 0.11, 0.13, 0.10, 0.14, 0.10, 0.10, 0.07, 0.08, -0.10, -0.16, -0.19, -0.19, -0.12, -0.14, -0.22, -0.19, -0.08, 0.10, 0.08, 0.07, 0.09, 0.11, 0.11, 0.12, 0.09, 0.15, 0.09, 0.13, 0.09, 0.07, 0.09, -0.05, -0.18, -0.22, -0.21, -0.13, -0.15, -0.20, -0.17, -0.08, 0.10, 0.06, 0.08, 0.12, 0.11, 0.12, 0.13, 0.10, 0.11, 0.12, 0.09, 0.10, 0.07, 0.08, -0.01, -0.21, -0.20, -0.20, -0.12, -0.18, -0.23, -0.17, -0.09, 0.11, 0.05, 0.07, 0.13, 0.10, 0.13, 0.08, 0.13, 0.13, 0.12, 0.12, 0.08, 0.09, 0.07, -0.12, -0.20, -0.15, -0.20, -0.14, -0.15, -0.18, -0.19, -0.08, 0.10, 0.08, 0.09, 0.13, 0.09, 0.13, 0.09, 0.12, 0.08, 0.11, 0.15, 0.08, 0.09, 0.08, -0.11, -0.18, -0.17, -0.19, -0.12, -0.17, -0.17, -0.19, -0.11, 0.09, 0.09, 0.08, 0.13, 0.11, 0.11, 0.12, 0.15, 0.10, 0.13, 0.08, 0.11, 0.05, 0.08, -0.08, -0.19, -0.22, -0.20, -0.11, -0.16, -0.22, -0.18, -0.09, 0.07, 0.08, 0.09, 0.12, 0.12, 0.11, 0.14, 0.11, 0.12, 0.13, 0.13, 0.09, 0.06, 0.08, -0.09, -0.22, -0.20, -0.20, -0.13, -0.15, -0.20, -0.16, -0.13, 0.10, 0.10, 0.07, 0.14, 0.12, 0.12, 0.11, 0.11, 0.13, 0.12, 0.10, 0.04, 0.12, 0.10, -0.09, -0.16, -0.21, -0.17, -0.16, -0.16, -0.19, -0.21, -0.06, 0.08, 0.10, 0.04, 0.12, 0.11, 0.12, 0.11, 0.09, 0.14, 0.12, 0.14, 0.08, 0.06, 0.09, -0.11, -0.20, -0.21, -0.21, -0.14, -0.18, -0.21, -0.18, -0.10, 0.05, 0.12, 0.11, 0.13, 0.11, 0.14, 0.14, 0.12, 0.12, 0.11, 0.11, 0.10, 0.09, 0.05, -0.11, -0.19, -0.23, -0.23, -0.13, -0.18, -0.13, -0.23, -0.10, 0.07, 0.08, 0.10, 0.14, 0.11, 0.14, 0.15, 0.12, 0.12, 0.10, 0.14, 0.07, 0.09, 0.10, -0.01, -0.50, 0.05, -0.01, 0.08, 0.05, 0.12, 0.07, 0.08, 0.09, -0.02, -0.48, 0.05, -0.01, 0.06, 0.08, 0.08, 0.06, 0.09, 0.07, -0.01, -0.48, 0.06, -0.01, 0.09, 0.05, 0.08, 0.06, 0.11, 0.09, 0.00, -0.50, 0.05, 0.00, 0.09, 0.08, 0.05, 0.09, 0.05, 0.08, -0.01, -0.50, 0.09, -0.01, 0.06, 0.08, 0.07, 0.07, 0.07, 0.08, -0.01, -0.47, 0.01, 0.00, 0.09, 0.10, 0.08, 0.10, 0.06, 0.08]}